The following is a DFT calculation (ωB97M-V with the def2-TZVPD basis set) of a cluster of 4 separate species, C28H61N5O4 in total.

Output
SMILES: CC1(C)CCCC(C)(C)N1O.CC1(C)CCCC(C)(C)N1O.CC1(C)CCCC(C)(C)N1O.NC(N)=O
max |F|: 1.844 eV/Å
molar mass: 531.83 g/mol
LUMO: 0.6 eV
frontier orbital gap: 8.57 eV
highest occupied orbital energy: -8.00 eV
energy: -1678.12042 Eh

Last column: Mulliken charge in e.
CARTESIAN COORDINATES (ANGSTROEM)
C  -1.166  16.325  -19.647  -1.98
C  -1.303  15.653  -21.046  1.79
C  -1.342  14.140  -20.888  -0.90
C  -2.658  13.529  -20.429  -0.78
C  -3.862  14.120  -21.161  -1.23
C  -3.847  15.612  -21.391  1.89
N  -2.499  16.041  -21.754  0.38
O  -2.445  17.406  -22.138  -0.51
C  -4.784  15.981  -22.517  -2.23
C  -4.370  16.302  -20.113  -1.88
C  -0.068  15.966  -21.892  -1.27
H  -1.559  17.336  -19.702  0.31
H  -0.144  16.242  -19.273  0.59
H  -1.733  15.688  -18.966  0.31
H  -1.008  13.638  -21.806  0.26
H  -0.520  13.822  -20.228  0.40
H  -2.800  13.652  -19.350  0.44
H  -2.625  12.455  -20.596  0.14
H  -4.724  13.929  -20.505  0.40
H  -4.178  13.529  -22.026  0.33
H  -4.889  17.055  -22.659  0.46
H  -4.437  15.557  -23.468  0.47
H  -5.782  15.561  -22.379  0.42
H  -5.428  16.052  -19.992  0.51
H  -3.867  15.990  -19.198  0.34
H  -4.299  17.389  -20.176  0.33
H  -0.014  15.392  -22.814  0.45
H  0.822  15.753  -21.292  -0.11
H  -0.005  17.031  -22.132  0.40
H  -2.667  17.379  -23.073  0.35
C  2.318  9.673  -24.405  -2.17
C  1.055  8.863  -24.105  1.61
C  1.433  7.620  -23.285  -1.35
C  0.372  7.092  -22.300  -0.79
C  -0.440  8.185  -21.623  -1.30
C  -1.008  9.197  -22.627  1.99
N  0.133  9.729  -23.351  1.64
O  -0.203  10.884  -24.091  -0.67
C  -2.103  8.535  -23.456  -2.09
C  -1.609  10.309  -21.773  -2.55
C  0.442  8.427  -25.454  -1.77
H  2.079  10.549  -25.005  0.41
H  2.988  9.023  -24.971  0.55
H  2.835  9.993  -23.501  0.37
H  1.591  6.761  -23.943  0.31
H  2.411  7.776  -22.822  0.44
H  0.889  6.474  -21.559  0.44
H  -0.260  6.368  -22.826  0.40
H  0.293  8.701  -20.986  0.36
H  -1.200  7.775  -20.960  0.45
H  -2.451  9.178  -24.265  0.39
H  -1.897  7.539  -23.848  0.36
H  -2.953  8.347  -22.786  0.45
H  -2.252  9.920  -20.976  0.52
H  -0.831  10.876  -21.261  0.48
H  -2.248  11.025  -22.295  0.56
H  1.239  8.062  -26.103  0.52
H  -0.057  9.260  -25.947  0.27
H  -0.286  7.630  -25.304  0.39
H  0.271  11.633  -23.673  0.28
C  4.133  16.910  -21.534  -2.04
C  4.261  18.283  -20.839  1.48
C  4.810  19.222  -21.916  -1.16
C  4.747  20.710  -21.564  -0.74
C  3.326  21.065  -21.089  -1.26
C  2.678  20.137  -20.064  1.76
N  2.950  18.749  -20.468  0.65
O  2.324  17.852  -19.559  -0.52
C  3.189  20.488  -18.674  -1.70
C  1.161  20.333  -20.135  -2.22
C  5.279  18.102  -19.709  -1.75
H  4.007  16.109  -20.800  0.41
H  4.984  16.714  -22.179  0.43
H  3.197  16.913  -22.103  0.38
H  5.846  18.927  -22.104  0.46
H  4.225  19.092  -22.833  0.42
H  4.943  21.358  -22.412  0.39
H  5.422  20.840  -20.712  0.33
H  2.685  21.153  -21.976  0.43
H  3.360  22.089  -20.702  0.35
H  2.742  19.835  -17.919  0.33
H  4.274  20.421  -18.640  0.33
H  2.903  21.491  -18.346  0.45
H  0.711  19.820  -19.279  0.47
H  0.958  21.390  -19.939  0.46
H  0.704  20.019  -21.068  0.40
H  6.179  17.618  -20.089  0.42
H  4.874  17.537  -18.870  0.33
H  5.599  19.069  -19.306  0.44
H  1.468  17.684  -19.968  0.25
C  1.918  12.550  -21.860  0.71
O  1.412  12.953  -22.911  -0.76
N  1.656  11.278  -21.419  -0.21
N  2.618  13.366  -21.022  -0.31
H  2.253  10.835  -20.743  0.25
H  1.136  10.730  -22.113  -0.44
H  2.751  14.346  -21.195  0.07
H  2.904  13.071  -20.105  0.14

Force components x, y, z for each atom (eV/Å):
C -0.28 -1.07 -0.45
C 0.48 -0.06 0.37
C 0.74 -1.19 -0.04
C 0.06 0.37 0.01
C -1.02 -1.23 0.66
C 0.22 0.93 0.97
N 0.09 -0.52 -1.52
O -0.28 0.11 0.56
C -0.33 -0.27 -1.05
C -0.34 0.22 0.17
C 0.26 0.71 0.20
H 0.19 0.14 0.34
H 0.09 0.41 -0.16
H -0.26 0.51 0.24
H -0.46 0.38 -0.31
H -0.23 0.31 0.30
H 0.09 0.15 -0.02
H -0.02 -0.03 0.04
H 0.03 0.14 -0.02
H 0.74 0.31 -0.45
H -0.01 0.05 0.20
H 0.16 0.05 0.13
H 0.03 0.05 0.30
H 0.03 0.05 0.01
H 0.12 -0.11 -0.11
H 0.10 -0.03 -0.11
H -0.12 -0.08 0.00
H -0.03 -0.23 -0.09
H -0.13 -0.06 -0.02
H 0.18 0.04 -0.08
C -0.02 -0.25 -0.18
C -0.46 0.00 -0.78
C -0.13 -0.51 0.20
C 0.11 -0.40 -0.12
C 1.22 -0.19 -0.07
C -0.35 -0.52 0.60
N 0.98 0.63 0.81
O -0.45 -0.26 -0.41
C -0.86 -0.21 0.15
C -0.48 0.68 0.36
C -0.03 0.01 0.17
H 0.05 -0.01 -0.03
H 0.10 0.14 -0.01
H -0.06 0.00 0.08
H 0.24 0.35 -0.38
H -0.22 0.18 0.39
H -0.06 0.14 0.10
H -0.19 0.25 -0.04
H -0.34 0.24 0.08
H -0.21 0.02 -0.16
H 0.08 0.02 -0.02
H 0.48 0.19 -0.13
H -0.02 0.27 -0.09
H 0.10 -0.37 -0.13
H 0.05 0.00 -0.12
H 0.26 -0.12 -0.40
H -0.08 -0.08 -0.05
H 0.07 0.04 0.03
H 0.02 -0.04 -0.10
H 0.10 -0.03 -0.04
C -1.12 0.08 0.41
C 0.82 -0.74 -0.38
C -0.12 0.72 -0.46
C -0.93 -0.94 1.29
C 0.23 0.54 -0.83
C 0.14 0.10 -0.43
N -0.87 0.21 -0.43
O 0.26 -0.08 0.19
C -0.23 -0.08 0.67
C 0.15 0.44 1.19
C 0.15 0.79 0.38
H 0.32 0.04 0.06
H 0.06 -0.08 0.00
H 0.26 0.03 -0.30
H -0.06 -0.04 -0.18
H 0.10 -0.28 0.03
H 0.62 -0.01 0.04
H 0.25 0.56 -0.35
H -0.02 -0.32 0.04
H -0.15 -0.11 0.25
H 0.28 -0.24 -0.14
H -0.02 0.00 0.19
H 0.01 0.11 -0.39
H -0.17 -0.18 -0.26
H -0.08 0.00 -0.30
H 0.13 -0.07 -0.12
H -0.06 -0.17 0.01
H -0.08 -0.16 -0.11
H 0.04 -0.12 -0.03
H 0.01 -0.11 -0.05
C -0.94 0.19 0.18
O 0.29 -0.05 0.13
N 0.38 0.82 -0.08
N 0.51 -0.09 0.39
H -0.06 -0.09 -0.06
H 0.23 -0.65 0.30
H -0.20 -0.06 -0.52
H -0.12 -0.23 -0.09